Entry one
This record from the OMol25 dataset describes 12 unconnected molecules or ions with the total composition C44H122N10O14. The level of theory is the ωB97M-V functional and the def2-TZVPD basis.

Geometry as XYZ:
```
190
Properties=species:S:1:pos:R:3
C 1.029 -4.045 -1.523
C 1.267 -2.862 -2.523
C 0.997 -3.285 -3.937
O 1.673 -4.521 -4.172
C 1.670 -5.004 -5.547
N 0.370 -1.679 -2.344
H 1.217 -3.533 -0.579
H 1.666 -4.925 -1.684
H 0.030 -4.427 -1.641
H 2.337 -2.637 -2.331
H 1.320 -2.441 -4.645
H -0.060 -3.287 -4.074
H 1.463 -6.069 -5.572
H 2.704 -4.860 -5.990
H 0.923 -4.444 -6.096
H 0.400 -1.240 -1.390
H 0.618 -0.940 -3.023
C 5.712 1.732 -2.072
C 5.616 0.218 -1.897
C 5.550 -0.080 -0.422
O 6.650 0.509 0.232
C 6.723 -0.004 1.552
N 4.529 -0.384 -2.647
H 4.969 2.173 -1.383
H 5.513 1.881 -3.155
H 6.701 2.140 -1.802
H 6.621 -0.112 -2.198
H 5.623 -1.208 -0.313
H 4.642 0.191 0.009
H 7.554 0.426 2.083
H 7.036 -1.109 1.559
H 5.789 0.125 2.115
H 3.648 -0.118 -2.255
H 4.594 -1.387 -2.843
C -3.058 -2.527 -3.084
C -3.543 -1.124 -2.971
C -4.992 -1.092 -2.582
O -5.806 -1.638 -3.579
C -7.162 -1.531 -3.253
N -2.841 -0.512 -1.824
H -3.221 -2.988 -4.061
H -3.397 -3.218 -2.328
H -2.004 -2.517 -2.941
H -3.339 -0.594 -3.951
H -5.274 -0.032 -2.304
H -5.043 -1.773 -1.712
H -7.694 -2.182 -3.955
H -7.545 -0.508 -3.410
H -7.371 -1.908 -2.295
H -2.737 0.477 -1.976
H -1.887 -0.807 -1.812
C -1.421 5.476 -3.064
C -2.021 4.331 -2.211
C -1.805 2.883 -2.725
O -2.469 2.498 -3.923
C -3.832 2.373 -3.879
N -1.320 4.364 -0.933
H -0.347 5.255 -3.299
H -1.416 6.461 -2.610
H -2.044 5.600 -3.967
H -3.131 4.402 -2.095
H -2.209 2.308 -1.870
H -0.776 2.630 -2.849
H -4.252 2.192 -2.850
H -4.131 1.570 -4.536
H -4.325 3.233 -4.256
H -1.599 5.234 -0.425
H -1.427 3.600 -0.264
C -0.890 -0.071 4.906
C -2.299 0.277 5.259
C -2.958 -0.841 5.998
O -3.398 -1.851 5.129
C -3.829 -2.926 5.906
N -2.369 1.586 5.880
H -0.666 -1.039 4.473
H -0.279 0.212 5.774
H -0.538 0.559 4.084
H -2.848 0.338 4.308
H -3.765 -0.516 6.630
H -2.183 -1.271 6.626
H -4.520 -2.588 6.692
H -3.021 -3.412 6.433
H -4.374 -3.612 5.243
H -3.348 1.746 6.086
H -1.759 1.640 6.720
C 3.620 -2.585 1.979
C 3.482 -2.703 3.469
C 2.886 -1.351 4.023
O 3.798 -0.288 3.584
C 3.527 1.005 4.068
N 2.758 -3.938 3.823
H 2.746 -2.245 1.436
H 3.870 -3.576 1.569
H 4.530 -2.006 1.705
H 4.557 -2.820 3.802
H 2.701 -1.394 5.111
H 1.926 -1.118 3.499
H 2.443 1.231 3.910
H 4.178 1.666 3.557
H 3.729 1.069 5.117
H 2.089 -3.730 4.559
H 2.018 -4.096 3.125
C -1.550 -6.848 4.938
C -0.993 -6.425 3.620
C -1.034 -4.853 3.509
O -0.617 -4.356 2.274
C -0.388 -3.011 2.397
N 0.307 -7.052 3.295
H -0.983 -6.394 5.785
H -1.529 -7.920 5.160
H -2.642 -6.568 4.986
H -1.694 -6.796 2.919
H -0.417 -4.478 4.370
H -2.057 -4.640 3.751
H -0.406 -2.541 1.394
H 0.577 -2.795 2.905
H -1.164 -2.495 2.946
H 0.672 -6.985 2.379
H 0.992 -6.957 4.013
C 2.638 4.105 0.495
C 2.688 4.671 -0.937
C 4.066 4.908 -1.345
O 4.030 5.385 -2.680
C 5.366 5.429 -3.315
N 2.086 3.662 -1.864
H 3.301 4.565 1.208
H 2.872 3.061 0.491
H 1.615 4.158 0.790
H 2.122 5.651 -0.995
H 4.641 3.977 -1.305
H 4.460 5.690 -0.655
H 5.172 5.621 -4.377
H 5.852 4.434 -3.158
H 6.030 6.170 -2.916
H 2.340 3.830 -2.822
H 1.100 3.923 -1.814
C -0.639 -1.397 -7.115
C -0.785 -0.328 -6.058
C 0.399 0.694 -5.973
O 1.520 -0.049 -5.568
C 2.696 0.721 -5.542
N -2.108 0.308 -6.169
H -1.400 -2.162 -6.915
H 0.315 -1.792 -7.124
H -0.873 -0.925 -8.103
H -0.691 -0.776 -5.066
H 0.166 1.422 -5.134
H 0.512 1.211 -6.946
H 2.666 1.473 -4.754
H 2.812 1.239 -6.513
H 3.559 0.058 -5.342
H -2.165 0.755 -7.068
H -2.217 1.026 -5.444
C 0.126 3.804 3.834
C -0.986 4.793 3.951
C -2.207 4.127 3.391
O -2.028 3.730 2.052
C -3.183 3.081 1.587
N -1.380 5.194 5.273
H 0.993 4.121 4.427
H 0.416 3.676 2.763
H -0.130 2.831 4.229
H -0.727 5.650 3.296
H -3.050 4.799 3.487
H -2.335 3.238 4.057
H -3.533 2.356 2.377
H -2.911 2.561 0.673
H -3.990 3.782 1.467
H -0.709 5.670 5.873
H -2.176 5.796 5.195
C -4.876 -1.569 2.265
C -3.725 -1.978 1.335
O -2.985 -0.772 1.089
O -5.630 -0.628 1.561
H -4.367 -1.161 3.103
H -5.607 -2.365 2.478
H -4.057 -2.356 0.408
H -3.036 -2.706 1.712
H -2.931 -0.661 0.100
H -4.975 -0.106 1.048
C -0.091 1.228 0.816
C 1.343 0.631 0.602
O 1.886 0.736 -0.728
O -0.717 0.676 1.934
H -0.693 0.979 -0.062
H -0.042 2.338 0.839
H 1.285 -0.409 0.778
H 1.939 1.087 1.382
H 2.069 1.608 -1.068
H -1.671 0.529 1.695
```

Its gap between HOMO and LUMO is 9.3 eV. As for the lowest unoccupied orbital energy: 0.56 eV. As for the SMILES: COC[C@H](C)N.COC[C@H](C)N.COC[C@H](C)N.COC[C@H](C)N.COC[C@H](C)N.COC[C@H](C)N.COC[C@H](C)N.COC[C@H](C)N.COC[C@H](C)N.COC[C@H](C)N.OCCO.OCCO. As for the multiplicity: 1. The highest occupied orbital energy comes out at -8.753 eV.



Entry two
This record from the OMol25 dataset describes 12 unconnected molecules or ions with the total composition C44H122N10O14. The level of theory is the ωB97M-V functional and the def2-TZVPD basis.

Geometry as XYZ:
```
190
Properties=species:S:1:pos:R:3
C 1.372 0.167 5.796
C 0.683 1.289 5.029
C -0.200 2.058 5.985
O -1.298 1.312 6.415
C -2.275 2.085 7.024
N 1.632 2.264 4.453
H 1.915 0.422 6.705
H 2.048 -0.362 5.108
H 0.649 -0.614 6.062
H 0.056 0.887 4.228
H -0.561 3.019 5.584
H 0.366 2.457 6.846
H -1.970 2.683 7.898
H -3.071 1.425 7.371
H -2.717 2.836 6.349
H 2.392 1.781 3.964
H 2.117 2.631 5.277
C -0.157 -6.415 1.206
C -1.376 -5.575 1.558
C -1.061 -4.085 1.525
O -0.059 -3.750 2.472
C 0.317 -2.421 2.360
N -2.420 -5.883 0.566
H 0.657 -6.326 1.921
H 0.214 -6.083 0.228
H -0.462 -7.447 1.029
H -1.753 -5.828 2.554
H -1.946 -3.523 1.870
H -0.852 -3.777 0.491
H 0.951 -2.096 3.185
H -0.575 -1.770 2.375
H 0.853 -2.157 1.436
H -1.964 -5.815 -0.359
H -3.076 -5.098 0.513
C -0.928 5.012 3.232
C -2.284 5.368 3.830
C -3.262 4.244 3.613
O -4.547 4.583 4.071
C -5.530 3.600 3.868
N -2.122 5.602 5.289
H -0.908 5.177 2.151
H -0.525 4.031 3.490
H -0.209 5.746 3.617
H -2.568 6.320 3.356
H -2.880 3.385 4.198
H -3.229 3.926 2.559
H -5.642 3.288 2.817
H -6.482 4.056 4.134
H -5.313 2.680 4.429
H -3.042 5.830 5.659
H -1.508 6.398 5.421
C -2.745 0.106 3.297
C -3.329 -0.935 2.371
C -3.457 -2.271 3.096
O -3.768 -3.252 2.134
C -3.959 -4.519 2.719
N -4.703 -0.520 1.942
H -3.438 0.264 4.134
H -2.638 1.108 2.877
H -1.796 -0.234 3.710
H -2.764 -1.082 1.448
H -4.258 -2.237 3.849
H -2.538 -2.541 3.640
H -3.046 -4.945 3.147
H -4.317 -5.179 1.934
H -4.717 -4.445 3.509
H -5.116 -1.290 1.420
H -5.259 -0.430 2.792
C 3.840 3.861 -1.334
C 4.171 4.596 -0.029
C 4.929 5.882 -0.260
O 4.315 6.675 -1.253
C 5.234 7.442 -1.979
N 2.965 4.869 0.744
H 3.358 2.908 -1.091
H 4.716 3.653 -1.958
H 3.103 4.405 -1.927
H 4.799 3.879 0.514
H 5.944 5.610 -0.595
H 5.085 6.440 0.671
H 4.666 8.092 -2.646
H 5.900 6.841 -2.608
H 5.819 8.093 -1.318
H 2.420 5.658 0.411
H 2.295 4.097 0.737
C 0.886 -2.464 -4.816
C 2.282 -1.929 -4.959
C 2.912 -1.647 -3.598
O 4.180 -1.021 -3.665
C 4.167 0.326 -4.091
N 3.130 -2.896 -5.672
H 0.242 -1.687 -4.380
H 0.795 -3.389 -4.241
H 0.352 -2.721 -5.740
H 2.338 -0.951 -5.464
H 3.044 -2.559 -3.015
H 2.224 -1.003 -3.018
H 3.485 0.920 -3.462
H 3.811 0.514 -5.107
H 5.186 0.672 -3.938
H 2.783 -3.091 -6.601
H 4.080 -2.540 -5.733
C -2.987 -6.040 -3.646
C -1.957 -4.907 -3.525
C -2.379 -3.667 -4.274
O -2.584 -3.952 -5.635
C -2.643 -2.849 -6.482
N -1.634 -4.673 -2.110
H -3.238 -6.241 -4.687
H -3.905 -5.693 -3.157
H -2.605 -6.921 -3.140
H -1.050 -5.296 -4.008
H -1.640 -2.851 -4.201
H -3.286 -3.209 -3.827
H -2.579 -3.189 -7.513
H -1.826 -2.118 -6.350
H -3.569 -2.278 -6.310
H -0.720 -4.203 -2.071
H -2.335 -4.030 -1.735
C 4.345 -1.616 2.811
C 4.983 -0.233 2.676
C 4.904 0.224 1.242
O 5.550 -0.720 0.440
C 5.222 -0.728 -0.912
N 4.416 0.719 3.604
H 3.372 -1.575 2.301
H 4.164 -1.884 3.851
H 4.923 -2.358 2.271
H 6.065 -0.367 2.838
H 5.404 1.201 1.084
H 3.899 0.483 0.866
H 4.976 0.294 -1.228
H 4.367 -1.368 -1.138
H 6.067 -1.067 -1.502
H 4.947 1.562 3.794
H 4.307 0.304 4.525
C 0.697 2.769 -3.631
C 0.578 1.912 -4.875
C -0.866 1.689 -5.284
O -1.494 0.896 -4.319
C -2.915 0.916 -4.346
N 1.364 2.510 -5.954
H 1.716 2.885 -3.291
H 0.006 2.392 -2.870
H 0.251 3.753 -3.831
H 0.975 0.925 -4.629
H -0.954 1.190 -6.261
H -1.320 2.689 -5.406
H -3.285 0.347 -3.503
H -3.246 0.393 -5.258
H -3.264 1.946 -4.449
H 0.829 3.278 -6.371
H 1.414 1.875 -6.755
C -0.801 1.722 0.731
C 0.542 1.049 0.894
C 0.992 0.261 -0.328
O 0.071 -0.800 -0.546
C -0.871 -0.559 -1.576
N 1.471 2.138 1.306
H -1.596 0.984 0.596
H -0.860 2.435 -0.095
H -1.130 2.299 1.600
H 0.573 0.356 1.748
H 1.947 -0.213 -0.076
H 1.106 0.906 -1.203
H -1.469 -1.466 -1.746
H -0.377 -0.514 -2.551
H -1.580 0.237 -1.376
H 2.347 1.714 1.638
H 1.115 2.449 2.216
C 1.870 -3.869 -0.921
C 2.297 -4.985 -1.850
O 3.360 -5.755 -1.282
O 0.830 -3.160 -1.570
H 2.754 -3.271 -0.652
H 1.537 -4.284 0.041
H 2.674 -4.509 -2.767
H 1.422 -5.595 -2.108
H 3.415 -6.568 -1.791
H 0.648 -2.374 -0.984
C -5.496 1.299 -1.133
C -4.128 1.731 -0.639
O -4.089 2.043 0.764
O -5.592 1.348 -2.553
H -6.241 1.964 -0.673
H -5.765 0.298 -0.786
H -3.808 2.654 -1.134
H -3.381 0.936 -0.793
H -4.232 1.180 1.237
H -6.077 2.134 -2.808
```

Its gap between HOMO and LUMO is 9.1 eV. As for the lowest unoccupied orbital energy: 0.48 eV. As for the SMILES: COC[C@H](C)N.COC[C@H](C)N.COC[C@H](C)N.COC[C@H](C)N.COC[C@H](C)N.COC[C@H](C)N.COC[C@H](C)N.COC[C@H](C)N.COC[C@H](C)N.COC[C@H](C)N.OCCO.OCCO. As for the multiplicity: 1. The highest occupied orbital energy comes out at -8.585 eV.



Most stable structure, least stable structure: entry two, entry one.